Entry 1:
The following is a quantum chemistry calculation of a molecular structure, C51H51AsMnN5Sb, from the Open Molecules 2025 dataset.

Last column: Löwdin spin population.
Cartesian coordinates (Å):
Mn1 -0.711 0.138 -0.230  0.935
C1 -0.739 -3.740 1.658  0.002
C2 -0.513 -2.338 1.182  0.016
N1 -1.153 -1.811 0.205  0.001
C3 -2.194 -2.416 -0.594  0.001
C4 -3.283 -1.357 -0.811  -0.002
N2 -2.743 -0.029 -1.179  0.004
C5 -2.702 0.333 -2.606  0.002
C6 -1.317 0.142 -3.189  0.001
N3 -0.290 0.720 -2.311  0.010
C7 -0.061 2.190 -2.404  -0.001
C8 -0.039 2.888 -1.027  0.002
N4 0.303 1.909 -0.025  0.006
C9 1.196 1.986 0.889  -0.006
C10 2.068 3.174 1.141  -0.001
C11 1.315 0.756 1.698  0.009
C12 2.144 0.532 2.790  -0.003
C13 2.123 -0.721 3.384  0.010
C14 1.283 -1.722 2.908  -0.002
C15 0.462 -1.438 1.825  0.010
N5 0.512 -0.221 1.270  0.001
H1 -0.749 -4.431 0.816  0.001
H2 -1.708 -3.810 2.157  0.001
H3 0.027 -4.069 2.354  0.000
H4 -2.635 -3.311 -0.154  0.000
H5 -1.753 -2.691 -1.557  0.000
H6 -3.822 -1.231 0.131  0.000
H7 -4.004 -1.722 -1.547  0.000
H8 -3.339 0.653 -0.724  0.000
H9 -2.997 1.382 -2.684  0.000
H10 -3.424 -0.240 -3.195  0.000
H11 -1.282 0.558 -4.201  0.000
H12 -1.086 -0.923 -3.274  0.000
H13 0.585 0.304 -2.611  0.003
H14 -0.808 2.655 -3.048  0.000
H15 0.908 2.348 -2.880  0.000
H16 -1.037 3.257 -0.771  0.000
H17 0.638 3.743 -1.059  0.001
H18 1.539 3.890 1.774  -0.001
H19 2.331 3.666 0.207  0.000
H20 2.989 2.893 1.646  0.000
H21 2.791 1.307 3.175  0.000
H22 2.767 -0.925 4.229  0.001
H23 1.287 -2.695 3.378  0.000
C16 -0.127 3.952 4.739  0.000
C17 -0.529 4.407 3.489  0.000
C18 -1.174 3.546 2.613  -0.001
C19 -1.438 2.233 2.993  -0.003
C20 -1.043 1.782 4.246  -0.001
C21 -0.383 2.641 5.115  0.000
As1 -2.254 1.038 1.712  -0.012
C22 -3.938 1.847 1.217  -0.007
C23 -4.158 2.931 0.380  -0.001
C24 -5.459 3.319 0.091  0.000
C25 -6.527 2.612 0.627  0.000
C26 -6.310 1.517 1.452  0.000
C27 -5.012 1.122 1.756  -0.001
C28 -4.635 -0.023 2.612  0.001
C29 -5.518 -0.885 3.253  0.000
C30 -5.029 -1.930 4.024  0.000
C31 -3.661 -2.126 4.166  0.000
C32 -2.769 -1.275 3.526  0.001
C33 -3.256 -0.231 2.755  0.005
H24 0.371 4.625 5.424  0.000
H25 -0.352 5.435 3.203  0.000
H26 -1.490 3.912 1.641  0.000
H27 -1.266 0.769 4.561  0.000
H28 -0.086 2.291 6.095  0.000
H29 -3.327 3.488 -0.039  0.000
H30 -5.642 4.173 -0.548  0.000
H31 -7.539 2.917 0.399  0.000
H32 -7.157 0.980 1.859  0.000
H33 -6.587 -0.745 3.161  0.000
H34 -5.721 -2.593 4.526  0.000
H35 -3.294 -2.935 4.784  0.000
H36 -1.702 -1.423 3.649  0.000
C34 6.821 -2.941 0.129  0.000
C35 5.627 -3.502 0.559  0.000
C36 4.419 -2.974 0.124  0.001
C37 4.399 -1.893 -0.753  0.006
C38 5.599 -1.336 -1.182  0.001
C39 6.807 -1.858 -0.739  0.000
Sb1 2.487 -1.196 -1.392  0.013
C40 2.147 -2.521 -3.029  0.001
C41 3.088 -2.730 -4.035  0.000
C42 2.834 -3.646 -5.045  0.000
C43 1.645 -4.365 -5.054  0.000
C44 0.707 -4.172 -4.050  0.000
C45 0.964 -3.252 -3.042  0.000
C46 3.077 0.540 -2.506  0.000
C47 3.569 1.640 -1.799  0.000
C48 3.839 2.836 -2.448  0.000
C49 3.599 2.957 -3.812  0.000
C50 3.106 1.872 -4.523  0.000
C51 2.848 0.669 -3.873  0.000
H37 7.764 -3.350 0.467  0.000
H38 5.638 -4.351 1.229  0.000
H39 3.490 -3.422 0.466  0.000
H40 5.599 -0.497 -1.869  0.000
H41 7.737 -1.423 -1.078  0.000
H42 4.027 -2.187 -4.027  0.000
H43 3.569 -3.808 -5.822  0.000
H44 1.456 -5.084 -5.839  0.000
H45 -0.212 -4.744 -4.049  0.000
H46 0.241 -3.109 -2.244  0.000
H47 3.771 1.555 -0.735  0.000
H48 4.251 3.673 -1.896  0.000
H49 3.809 3.889 -4.320  0.000
H50 2.935 1.955 -5.588  0.000
H51 2.476 -0.177 -4.442  0.000

Values from the calculation:
- Multiplicity: 2
- Gap between HOMO and LUMO (spin up / spin down): 6.9 / 6.8 eV
- Total charge: +2

Entry 2:
The following is a quantum chemistry calculation of a single C5H4O3 molecule, from the Open Molecules 2025 dataset.

Last column: Löwdin charge in e.
Cartesian coordinates (Å):
C1 -1.588 -0.005 -0.201  -0.462
C2 -0.297 0.234 0.512  -0.180
C3 0.830 -0.324 -0.202  -0.193
C4 2.122 -0.560 0.486  -0.055
C5 3.184 -0.785 1.008  0.112
H1 -0.978 1.188 -1.436  0.113
H2 -0.299 0.346 1.583  0.172
H3 0.759 -0.811 -1.137  0.147
H4 4.262 -0.791 1.380  0.075
O1 -1.677 0.512 -1.446  0.133
O2 -2.516 -0.519 0.385  0.127
O3 0.536 1.095 -0.191  0.012

Values from the calculation:
- Gap between HOMO and LUMO: 11.2 eV
- SMILES: C#C[C@@H]1O[C@H]1C(=O)O

Entry 3:
The following is a quantum chemistry calculation of a molecular structure, C27H36N6O2V, from the Open Molecules 2025 dataset.

Last column: Löwdin charge in e.
Cartesian coordinates (Å):
O1 1.852 2.255 0.550  -0.349
V1 0.614 1.243 0.558  0.772
O2 0.798 0.295 -0.671  -0.342
N1 -0.371 2.441 2.309  0.000
C1 0.323 3.481 2.776  -0.137
C2 -0.069 4.256 3.853  -0.035
C3 -1.281 3.966 4.457  -0.041
C4 -1.992 2.857 4.016  -0.041
C5 -1.507 2.147 2.947  -0.126
H1 1.274 3.715 2.314  0.105
H2 0.509 5.131 4.111  0.115
H3 -1.663 4.582 5.261  0.117
H4 -2.941 2.642 4.485  0.114
H5 -2.080 1.314 2.565  0.082
N2 -0.749 2.526 -0.846  0.013
C6 -1.915 2.093 -1.325  -0.126
C7 -2.691 2.830 -2.193  -0.040
C8 -2.269 4.108 -2.519  -0.048
C9 -1.099 4.608 -1.970  -0.036
C10 -0.363 3.757 -1.155  -0.114
H6 -2.237 1.118 -1.006  0.054
H7 -3.601 2.394 -2.578  0.101
H8 -2.881 4.778 -3.113  0.116
H9 -0.816 5.637 -2.131  0.112
H10 0.585 4.117 -0.768  0.113
N3 1.407 -0.231 2.058  -0.004
C11 1.420 -1.521 1.683  -0.118
C12 2.174 -2.461 2.341  -0.035
C13 2.893 -2.082 3.469  -0.036
C14 2.810 -0.765 3.910  -0.035
C15 2.009 0.105 3.202  -0.104
H11 0.774 -1.743 0.844  0.091
H12 2.227 -3.477 1.974  0.116
H13 3.494 -2.780 4.036  0.117
H14 3.345 -0.477 4.802  0.115
H15 1.846 1.132 3.510  0.112
C16 4.591 0.750 -1.714  -0.095
C17 5.202 -0.385 -0.893  -0.259
C18 5.006 -1.753 -1.537  -0.177
C19 3.583 -2.124 -1.593  -0.204
N4 2.475 -2.412 -1.637  0.178
H16 4.925 0.706 -2.750  0.079
H17 4.872 1.690 -1.242  0.076
H18 3.501 0.681 -1.703  0.059
H19 4.811 -0.377 0.127  0.106
H20 6.266 -0.168 -0.775  0.109
H21 5.462 -2.537 -0.926  0.119
H22 5.382 -1.788 -2.559  0.124
C20 -0.676 -2.561 -2.565  -0.119
C21 -1.106 -2.155 -3.972  -0.237
C22 -2.623 -2.022 -4.141  -0.177
C23 -3.239 -1.137 -3.161  -0.189
N5 -3.677 -0.436 -2.365  0.186
H23 0.340 -2.935 -2.649  0.035
H24 -1.240 -3.453 -2.267  0.073
H25 -0.746 -1.783 -1.808  0.054
H26 -0.795 -2.969 -4.630  0.112
H27 -0.577 -1.259 -4.296  0.115
H28 -3.095 -3.006 -4.084  0.125
H29 -2.868 -1.667 -5.145  0.123
C24 -2.414 -3.907 0.755  -0.085
C25 -3.379 -2.999 0.003  -0.254
C26 -3.632 -1.646 0.659  -0.163
C27 -2.449 -0.786 0.747  -0.139
N6 -1.546 -0.083 0.818  0.176
H30 -1.393 -3.547 0.593  0.064
H31 -2.499 -4.936 0.421  0.080
H32 -2.560 -3.826 1.835  0.078
H33 -4.359 -3.458 -0.148  0.119
H34 -3.032 -2.835 -1.018  0.066
H35 -3.937 -1.801 1.700  0.130
H36 -4.403 -1.065 0.155  0.113

Values from the calculation:
- Gap between HOMO and LUMO: 9.6 eV
- Total charge: +1

Entry 4:
The following is a quantum chemistry calculation of a molecular structure, C44H48GeN4O3PRb, from the Open Molecules 2025 dataset.

Last column: Löwdin charge in e.
Cartesian coordinates (Å):
Rb1 -1.389 1.123 0.344  0.286
N1 -2.005 -1.242 2.499  0.104
C1 -1.851 -2.600 2.746  -0.347
C2 -2.016 -3.110 4.026  -0.041
C3 -1.953 -4.479 4.265  -0.097
C4 -1.717 -5.344 3.203  -0.122
C5 -1.534 -4.849 1.928  -0.092
C6 -1.615 -3.478 1.655  -0.297
P1 -1.049 -2.706 0.081  1.121
C7 -0.343 -4.114 -0.808  -0.366
C8 1.048 -4.151 -1.021  -0.091
C9 1.632 -5.154 -1.753  -0.095
C10 0.849 -6.169 -2.320  -0.090
C11 -0.532 -6.125 -2.152  -0.100
C12 -1.126 -5.119 -1.424  -0.097
C13 -2.645 -2.500 -0.812  -0.365
C14 -2.552 -2.170 -2.168  -0.107
C15 -3.690 -2.015 -2.928  -0.091
C16 -4.943 -2.167 -2.351  -0.091
C17 -5.041 -2.479 -1.002  -0.087
C18 -3.904 -2.658 -0.237  -0.078
H1 -1.895 -0.655 3.319  0.102
H2 -1.426 -0.925 1.721  -0.054
H3 -2.211 -2.434 4.851  0.111
H4 -2.079 -4.863 5.270  0.094
H5 -1.672 -6.412 3.384  0.088
H6 -1.323 -5.534 1.116  0.088
H7 1.661 -3.365 -0.599  0.101
H8 2.705 -5.167 -1.899  0.098
H9 1.311 -6.966 -2.890  0.092
H10 -1.149 -6.894 -2.607  0.098
H11 -2.203 -5.093 -1.312  0.111
H12 -1.574 -2.030 -2.613  0.108
H13 -3.607 -1.775 -3.979  0.102
H14 -5.836 -2.022 -2.946  0.096
H15 -6.018 -2.592 -0.551  0.099
H16 -3.989 -2.914 0.812  0.104
C19 3.580 -0.614 -3.231  -0.073
O1 3.806 -0.055 -1.967  -0.083
C20 4.777 0.897 -1.825  -0.224
C21 5.891 1.010 -2.636  -0.022
C22 6.886 1.951 -2.342  -0.114
C23 6.765 2.759 -1.231  -0.123
C24 5.642 2.674 -0.427  -0.017
C25 4.615 1.769 -0.730  -0.175
N2 3.490 1.673 0.067  0.153
C26 2.180 1.444 -0.392  -0.350
N3 1.943 1.928 -1.619  0.150
C27 0.925 1.790 -2.597  -0.233
C28 -0.307 1.167 -2.348  -0.157
C29 -1.148 1.154 -3.483  -0.198
C30 -0.840 1.731 -4.702  -0.142
C31 0.389 2.350 -4.889  -0.079
C32 1.282 2.358 -3.835  -0.215
O2 2.574 2.925 -3.929  -0.136
C33 2.976 3.401 -5.173  -0.129
N4 1.332 0.813 0.342  0.054
C34 1.499 0.510 1.662  -0.265
C35 1.287 -0.801 2.104  -0.063
C36 1.292 -1.131 3.447  -0.121
C37 1.512 -0.153 4.399  -0.102
C38 1.751 1.156 3.995  -0.025
C39 1.752 1.492 2.655  -0.205
O3 2.005 2.768 2.187  -0.122
C40 1.897 3.832 3.092  -0.099
H17 2.630 -1.140 -3.146  0.100
H18 4.370 -1.323 -3.514  0.085
H19 3.500 0.161 -4.000  0.096
H20 6.014 0.352 -3.483  0.101
H21 7.754 2.023 -2.983  0.088
H22 7.543 3.472 -0.988  0.093
H23 5.530 3.308 0.442  0.110
H24 3.552 2.055 0.998  0.128
H25 2.748 2.393 -2.021  0.121
H26 -2.114 0.657 -3.406  0.055
H27 -1.548 1.723 -5.530  0.082
H28 0.626 2.812 -5.841  0.086
H29 4.022 3.695 -5.064  0.086
H30 2.385 4.274 -5.485  0.091
H31 2.896 2.627 -5.949  0.088
H32 1.116 -1.558 1.352  0.060
H33 1.132 -2.159 3.748  0.096
H34 1.516 -0.391 5.455  0.089
H35 1.943 1.906 4.750  0.100
H36 1.919 4.740 2.491  0.092
H37 2.738 3.848 3.800  0.079
H38 0.955 3.786 3.645  0.089
C41 -5.077 5.229 3.383  -0.273
Ge1 -3.853 3.673 2.772  0.553
C42 -5.170 2.578 1.698  -0.280
C43 -3.766 2.511 4.453  -0.274
C44 -2.187 3.771 1.853  -0.449
H39 -5.976 4.857 3.867  -0.029
H40 -5.387 5.825 2.525  -0.025
H41 -4.574 5.901 4.078  -0.027
H42 -6.140 2.489 2.184  -0.020
H43 -4.780 1.572 1.534  -0.021
H44 -5.333 3.033 0.721  -0.014
H45 -4.665 2.602 5.057  -0.030
H46 -2.914 2.770 5.081  -0.029
H47 -3.655 1.466 4.168  -0.033
H48 -1.813 4.814 1.908  -0.245

Values from the calculation:
- Gap between HOMO and LUMO (spin up / spin down): 1.6 / 1.6 eV
- Total charge: -2

Entry 5:
The following is a quantum chemistry calculation of a single C3H8N4S molecule, from the Open Molecules 2025 dataset.

Last column: Löwdin charge in e.
Cartesian coordinates (Å):
C1 -0.118 -1.978 0.758  -0.127
C2 0.350 0.277 1.690  -0.220
C3 -0.131 -0.072 -0.823  -0.779
H1 0.338 -2.504 -0.213  0.058
H2 -1.272 -2.263 0.934  0.121
H3 0.511 -2.239 1.718  0.091
H4 0.489 -0.426 2.573  0.134
H5 0.409 1.973 2.606  0.109
H6 0.081 1.828 -0.225  0.100
H7 -0.990 1.431 -2.694  0.058
H8 0.480 1.133 -2.924  0.016
N1 0.055 -0.495 0.509  -0.152
N2 0.431 1.550 1.595  0.052
N3 -0.056 1.222 -1.051  -0.087
N4 -0.068 1.706 -2.362  0.015
S1 -0.508 -1.142 -2.090  0.609

Values from the calculation:
- Gap between HOMO and LUMO: 8.9 eV
- SMILES: [H]/N=C/N(C)C(=S)NN

What are the F_max values for these records? In order: 1.4 3.5 1.2 1.4 3.5 eV/Å.
What are the relative energy (zero: lowest compared OMol25 entry of this formula, charge and spin) values for these records? In order: 0.0 79.8 5.3 87.2 37.3 kcal/mol.